(1)
Below is the molecule C20H21NO6S in a non-equilibrium geometry, with properties calculated with the ωB97M-V functional and the def2-TZVPD basis.

```
49
Properties=species:S:1:pos:R:3:lowdin_charge:R:1
O 1.028 -0.935 -0.977 0.009
C -1.876 1.291 -1.410 -0.053
H 0.862 -2.415 -2.410 0.136
C 2.468 0.859 0.699 -0.073
H -0.415 -1.162 -2.363 0.120
H -3.194 -4.549 -1.681 0.091
C 2.890 -0.467 0.326 -0.004
O 2.521 -2.588 -0.672 0.109
C 3.472 2.630 2.046 0.013
C -0.634 -2.706 -0.873 -0.201
C 3.518 1.366 1.485 -0.195
C -2.564 2.150 0.731 -0.046
H 5.277 -2.139 1.864 0.096
C 4.128 -0.645 0.899 -0.211
H 0.532 1.259 -0.139 0.093
C -2.393 -4.250 -1.007 -0.115
C -2.739 0.219 -1.255 -0.030
C 2.346 3.389 1.801 -0.019
H -4.246 -1.833 -0.667 0.066
H -2.482 2.917 1.484 0.117
H -5.489 -0.707 -0.119 0.089
C 1.287 2.901 1.020 -0.283
H -2.809 -0.536 -2.024 0.115
O -1.497 4.853 -0.583 -0.285
C 0.227 -1.804 -1.760 -0.125
H -4.417 -1.454 1.058 0.084
O 0.154 3.428 -1.736 -0.269
C 5.051 -1.801 0.854 0.024
H 4.590 -2.606 0.291 0.077
H -0.022 -3.524 -0.470 0.128
H -2.819 -3.915 -0.053 0.084
C -3.518 0.100 -0.109 -0.261
O -1.694 -3.212 -1.649 -0.193
H -4.023 0.988 1.773 0.117
O 4.515 0.444 1.591 0.119
H 4.286 3.005 2.646 0.119
C 1.338 1.631 0.465 0.052
C -3.420 1.074 0.881 -0.023
H -1.739 -5.109 -0.815 0.091
H -1.025 -2.113 -0.030 0.133
C -4.467 -1.047 0.050 -0.039
H 2.272 4.382 2.217 0.111
H 5.990 -1.512 0.382 0.096
H -1.258 1.407 -2.287 0.119
H 0.187 4.612 1.211 0.117
C 2.165 -1.448 -0.473 -0.416
N 0.151 3.681 0.825 -0.060
S -0.720 3.649 -0.623 0.671
C -1.797 2.243 -0.414 -0.297
```

Computed properties:
Energy above the lowest of the compared OMol25 structures with the same formula, charge and spin ... 0.0 kJ/mol
Multiplicity ... 1
LUMO energy ... 0.7 eV
Orbital gap ... 0.33353 Ha
Max |F| ... 1.220 eV Å⁻¹
Structure (SMILES) ... COCCOC(=O)c1c(C)oc2ccc(NS(=O)(=O)c3ccc(C)cc3)cc12

(2)
Below is a structure of composition C20H22AgF5N4OS2 in a non-equilibrium geometry, with properties calculated with the ωB97M-V functional and the def2-TZVPD basis.

```
55
Properties=species:S:1:pos:R:3:lowdin_charge:R:1
H 3.041 5.021 -0.933 0.127
H 1.559 1.223 -1.652 0.073
C -1.563 -2.761 4.123 -0.158
N 2.443 3.088 -1.450 -0.091
H 0.946 -4.226 3.389 0.081
Ag -1.415 0.629 -0.194 0.603
C 1.230 -1.867 0.032 -0.083
C 2.327 4.265 -0.596 -0.173
O -1.518 -0.392 -2.224 -0.581
H -1.929 -2.693 -0.880 0.123
H -1.196 3.435 -2.489 0.131
H 2.177 2.588 -3.462 0.128
F 0.331 -1.389 3.998 0.068
C -2.835 -3.109 3.676 -0.145
C -2.814 -1.185 2.234 -0.249
C -1.537 -0.797 2.666 -0.603
H 1.704 1.812 0.030 0.123
N 0.982 4.823 -0.641 -0.092
F -3.448 -4.208 4.140 0.109
H 1.131 -2.458 -3.344 0.058
C -0.930 -1.640 3.615 -0.263
N 0.090 2.601 -1.051 -0.134
H 1.396 5.932 -2.362 0.127
H -0.589 -2.902 -3.183 0.056
F -4.627 -2.690 2.192 0.111
H 2.565 3.981 0.433 0.130
H -0.237 -5.311 2.631 0.085
F -3.432 -0.455 1.272 0.017
N 0.759 4.019 -2.906 -0.092
F -0.948 -3.541 5.026 0.104
S -0.742 0.638 2.143 0.571
C 1.393 -2.753 1.079 -0.024
C 0.043 -1.872 -0.689 -0.433
S -0.087 -0.782 -2.124 0.871
C 0.680 5.179 -2.022 -0.175
H 1.458 -5.337 2.130 0.089
C -0.811 -3.615 0.705 -0.030
H 2.016 -1.176 -0.238 0.109
H 2.820 4.222 -3.164 0.127
H -0.131 2.142 -3.090 0.113
C 2.106 3.470 -2.817 -0.175
C 0.389 -3.663 1.403 -0.266
H -1.609 -4.290 0.975 0.121
H 0.265 3.520 0.827 0.119
H -0.974 4.226 -0.241 0.130
H 2.301 -2.745 1.660 0.124
C 1.477 2.100 -1.002 -0.212
C 0.640 -4.694 2.455 -0.035
C 0.037 3.809 -0.203 -0.178
C -0.995 -2.717 -0.333 -0.075
C 0.108 -2.100 -3.385 -0.200
H -0.328 5.598 -2.072 0.128
C -3.444 -2.323 2.702 -0.157
C -0.185 3.019 -2.438 -0.182
H -0.096 -1.649 -4.352 0.052
```

Computed properties:
Energy above the lowest of the compared OMol25 structures with the same formula, charge and spin ... 8.4 kJ/mol
Multiplicity ... 1
LUMO energy ... 0.2 eV
Orbital gap ... 0.27838 Ha
Max |F| ... 2.297 eV Å⁻¹

(3)
Below is a structure of composition C20H22BClCuN3OSb, with properties calculated with the ωB97M-V functional and the def2-TZVPD basis.

```
50
Properties=species:S:1:pos:R:3:lowdin_charge:R:1
N 0.581 -1.194 1.285 0.092
H -1.699 4.968 -1.995 -0.010
C -0.831 2.897 -1.615 -0.218
C -3.410 0.184 -1.256 -0.314
C -0.614 2.078 2.072 -0.405
C 3.887 1.059 -0.167 -0.107
C 4.344 -2.984 0.601 -0.062
C -2.000 0.035 2.236 -0.093
H 6.004 1.126 -0.578 0.104
H -3.003 3.556 -1.403 -0.010
H -3.766 0.085 -0.224 -0.026
C -0.758 0.659 2.086 -0.169
H -3.903 2.791 2.670 0.098
H 1.366 0.400 2.330 0.132
H -1.514 -3.497 -1.274 -0.015
H 1.152 -3.644 1.505 0.111
C 0.486 -0.072 1.889 -0.152
H -4.121 -0.288 -1.939 0.002
H 5.313 -3.451 0.461 0.106
Cu 1.218 1.546 0.088 0.284
C -3.115 0.808 2.448 -0.689
C -3.007 2.202 2.512 -0.112
C 5.175 0.501 -0.275 -0.051
C 5.326 -0.823 -0.027 -0.025
H -2.069 -1.047 2.189 0.107
Cl -4.689 0.049 2.642 0.589
H -2.638 -1.511 -3.819 -0.009
C 3.256 -3.709 0.983 -0.085
H -2.486 -2.824 0.053 -0.018
C -2.263 -2.741 -1.016 -0.366
N 0.053 2.245 -1.262 0.046
H -3.175 -2.919 -1.592 -0.009
Sb -1.491 -0.764 -1.445 1.276
O 0.511 2.613 1.740 -0.134
H -1.722 3.908 2.336 0.112
H 3.723 2.099 -0.435 0.117
C 2.018 -3.076 1.188 -0.021
H -3.315 1.249 -1.487 -0.024
C 4.213 -1.596 0.373 -0.156
H 3.343 -4.780 1.135 0.102
C 1.845 -1.720 1.032 -0.206
N 2.822 0.390 0.216 0.051
B -2.041 3.801 -2.112 -0.450
C -1.792 2.827 2.345 -0.004
C 2.963 -0.943 0.543 -0.102
C -1.686 -1.026 -3.585 -0.367
H 6.292 -1.308 -0.132 0.115
H -1.650 -0.046 -4.068 -0.007
H -2.269 3.522 -3.281 -0.008
H -0.863 -1.636 -3.968 -0.017
```

Computed properties:
Multiplicity ... 1
LUMO energy ... 1.8 eV
Orbital gap ... 0.22717 Ha
Max |F| ... 0.578 eV Å⁻¹
Total charge ... -1

(4)
Below is the molecule C20H22ClN5OS in a non-equilibrium geometry, with properties calculated with the ωB97M-V functional and the def2-TZVPD basis.

```
50
Properties=species:S:1:pos:R:3:lowdin_charge:R:1
C -1.616 -3.569 0.276 -0.198
C -4.611 0.223 0.193 -0.034
C 2.202 3.327 0.027 -0.048
C -3.656 2.335 0.769 -0.687
N -3.406 -1.361 -1.136 0.008
H -1.720 2.744 -0.044 0.102
H -1.254 -2.669 2.202 0.065
C -4.703 1.430 0.852 -0.110
H 3.808 -3.168 1.232 0.084
H -2.464 -3.832 -0.360 0.118
C -1.057 -1.838 -1.500 -0.312
C -2.435 0.821 -0.632 -0.014
C -2.402 -1.696 -2.125 -0.116
H 1.424 1.430 1.632 0.124
H -4.304 -1.800 -1.269 0.132
H -2.685 -2.645 -2.588 0.129
H -2.651 -2.002 1.345 0.062
H -1.550 0.608 -1.207 0.091
C 2.670 4.246 -0.897 -0.088
H -5.584 1.672 1.426 0.105
H 2.075 5.114 -1.140 0.101
H -1.046 -4.474 0.508 0.111
H -2.313 -0.937 -2.914 0.132
C 4.188 2.022 -0.266 -0.036
N 2.548 -0.143 0.843 0.063
H -5.427 -0.483 0.254 0.111
C 3.095 -2.479 0.781 -0.344
C 4.653 2.936 -1.193 -0.083
H 3.260 -2.384 -0.290 0.081
C 3.895 4.051 -1.510 -0.096
C -2.100 -2.913 1.566 -0.057
C -2.528 2.033 0.027 -0.099
H 5.611 2.781 -1.668 0.101
C 0.564 -2.443 -0.226 -0.610
S 1.465 -3.260 1.010 1.009
H 1.245 3.482 0.504 0.103
C 3.169 -1.132 1.501 -0.579
C -3.476 -0.106 -0.556 -0.277
H 2.096 -0.346 -0.047 0.096
N -0.757 -2.686 -0.467 -0.009
H 4.780 1.154 -0.013 0.115
N 0.002 -1.165 -1.847 0.073
O 3.737 -1.008 2.565 0.050
H 4.259 4.766 -2.232 0.099
N 1.020 -1.538 -1.056 -0.002
H 3.076 1.234 2.265 0.131
Cl -3.766 3.854 1.594 0.655
C 2.462 1.206 1.358 -0.119
C 2.958 2.210 0.352 -0.212
H -2.750 -3.598 2.102 0.079
```

Computed properties:
Energy above the lowest of the compared OMol25 structures with the same formula, charge and spin ... 0.0 kJ/mol
Multiplicity ... 1
LUMO energy ... 0.4 eV
Orbital gap ... 0.31758 Ha
Max |F| ... 1.213 eV Å⁻¹
Structure (SMILES) ... CCn1c(CNc2ccc(Cl)cc2)nnc1SCC(=O)NCc1ccccc1

(5)
Below is the molecule C20H22ClNO4 in a non-equilibrium geometry, with properties calculated with the ωB97M-V functional and the def2-TZVPD basis.

```
48
Properties=species:S:1:pos:R:3:lowdin_charge:R:1
H 5.498 -0.026 -0.124 0.115
C -1.794 0.699 -0.675 -0.190
H 1.243 -3.171 2.123 0.136
C -1.393 -2.512 1.564 -0.149
C -0.818 1.693 -0.133 -0.008
C 1.106 -2.252 1.544 -0.105
H 0.150 1.576 -0.613 0.070
H 1.971 -2.095 0.903 0.110
H -0.165 -0.436 4.036 0.124
H -2.162 -2.601 -1.392 0.124
C 2.605 1.496 -2.837 -0.094
H 5.047 2.755 -1.089 0.134
H -1.628 -0.426 2.059 0.112
H -1.314 -3.461 2.100 0.122
H -2.307 -2.539 0.971 0.101
C 4.527 0.239 0.239 0.014
C 3.779 1.319 -0.144 -0.237
C -3.649 -1.119 -1.742 -0.096
H 3.313 3.201 -1.000 0.135
H 4.041 -1.334 1.735 0.118
C -0.160 -1.295 3.364 -0.134
H -0.059 -3.263 0.043 0.158
C -3.043 1.125 -1.109 -0.056
C -2.420 -1.557 -1.288 -0.031
C -1.495 -0.670 -0.744 -0.118
C 3.757 -0.452 1.197 -0.002
O 3.912 1.900 -2.495 -0.173
H -0.662 1.557 0.937 0.078
H 1.902 2.334 -2.748 0.092
C -3.958 0.227 -1.632 -0.663
N 0.967 -1.146 2.463 -0.028
O 0.939 1.088 2.785 0.080
C -0.173 -1.184 -0.302 -0.288
C 4.024 2.379 -1.172 -0.145
H 2.256 0.669 -2.211 0.070
H -1.175 2.706 -0.297 0.087
H -4.357 -1.809 -2.172 0.106
H -2.301 -1.531 3.261 0.118
Cl -5.498 0.795 -2.169 0.683
C 2.587 0.254 1.329 -0.200
H -3.301 2.171 -1.047 0.112
C 1.424 0.116 2.232 -0.389
C -0.159 -2.367 0.669 -0.195
H -0.012 -2.211 3.945 0.129
O 0.865 -0.725 -0.720 0.120
O 2.615 1.334 0.525 0.100
C -1.466 -1.372 2.577 -0.139
H 2.649 1.171 -3.874 0.091
```

Computed properties:
Energy above the lowest of the compared OMol25 structures with the same formula, charge and spin ... 180.1 kJ/mol
Multiplicity ... 1
LUMO energy ... 0.2 eV
Orbital gap ... 0.32413 Ha
Max |F| ... 1.000 eV Å⁻¹
Structure (SMILES) ... COCc1ccc(C(=O)N2CCC[C@@H](C(=O)c3ccc(Cl)cc3C)C2)o1

LUMO energy of number 3 (C20H22BClCuN3OSb)?
1.8 eV

What is the formula in the first record?
C20H21NO6S

Which value of orbital gap does entry 1 give?
0.33353 Ha

What is the formula in the first record?
C20H21NO6S